Version 1
A cluster of 3 separate species, C27H57N3O3 in total. Source: the Open Molecules 2025 dataset; level of theory: ωB97M-V with the def2-TZVPD basis set.

Atoms and positions in Å:
C -19.542 -0.202 6.342
C -20.597 0.132 7.393
C -21.513 1.240 6.893
C -21.489 -1.086 7.615
C -20.864 -2.239 8.370
C -20.320 -1.661 9.704
C -19.390 -0.463 9.560
C -19.295 0.172 10.963
C -17.981 -0.933 9.121
N -20.020 0.531 8.684
O -19.186 1.662 8.493
H -18.893 0.648 6.106
H -18.881 -1.034 6.586
H -20.030 -0.447 5.394
H -20.913 2.040 6.447
H -22.252 0.927 6.154
H -22.037 1.732 7.713
H -22.437 -0.756 8.056
H -21.837 -1.448 6.638
H -21.599 -3.017 8.578
H -20.050 -2.733 7.828
H -19.774 -2.451 10.229
H -21.266 -1.526 10.236
H -20.268 0.588 11.215
H -18.522 0.939 10.969
H -19.023 -0.604 11.681
H -17.342 -1.018 10.000
H -17.484 -0.298 8.392
H -18.050 -1.950 8.727
H -18.404 1.316 8.042
C -25.260 -1.399 6.185
C -25.763 -1.285 4.746
C -24.538 -1.106 3.865
C -26.504 -2.602 4.427
C -27.402 -2.482 3.182
C -28.346 -1.305 3.295
C -27.630 0.021 3.553
C -26.905 0.542 2.303
C -28.673 1.043 4.025
N -26.747 -0.191 4.712
O -26.073 1.037 4.998
H -24.775 -0.474 6.504
H -26.029 -1.662 6.913
H -24.497 -2.181 6.239
H -23.931 -2.017 3.886
H -24.746 -0.990 2.802
H -23.928 -0.263 4.189
H -25.731 -3.302 4.109
H -27.100 -2.875 5.297
H -26.693 -2.337 2.356
H -27.937 -3.406 2.962
H -28.937 -1.487 4.202
H -29.009 -1.199 2.437
H -26.331 -0.261 1.853
H -26.239 1.354 2.591
H -27.637 0.910 1.583
H -28.910 0.796 5.066
H -29.656 0.954 3.555
H -28.285 2.057 3.974
H -26.267 1.183 5.929
C -19.620 5.247 2.442
C -20.759 4.937 1.469
C -20.800 5.909 0.314
C -20.665 3.504 0.959
C -20.936 2.391 2.023
C -21.746 2.883 3.239
C -22.753 3.969 2.863
C -23.815 3.404 1.890
C -23.459 4.385 4.153
N -22.021 5.034 2.224
O -22.478 6.343 2.480
H -19.685 6.217 2.934
H -19.554 4.485 3.216
H -18.669 5.280 1.889
H -20.905 6.953 0.602
H -19.887 5.856 -0.290
H -21.602 5.639 -0.380
H -21.321 3.379 0.101
H -19.615 3.402 0.670
H -21.529 1.621 1.530
H -19.957 1.998 2.285
H -21.088 3.239 4.027
H -22.290 1.968 3.492
H -24.610 4.115 1.652
H -24.152 2.394 2.126
H -23.345 3.345 0.899
H -24.260 5.102 3.980
H -22.751 4.847 4.845
H -23.884 3.491 4.611
H -23.015 6.555 1.707

Charge = 0
Structure (SMILES) = CC1(C)CCCC(C)(C)N1O.CC1(C)CCCC(C)(C)N1O.CC1(C)CCCC(C)(C)N1O
HOMO-LUMO gap = 8.21 eV
LUMO level = 0.62 eV


Version 2
A cluster of 3 separate species, C27H57N3O3 in total. Source: the Open Molecules 2025 dataset; level of theory: ωB97M-V with the def2-TZVPD basis set.

Atoms and positions in Å:
C 12.315 -12.983 46.016
C 12.883 -12.644 47.398
C 12.088 -11.472 47.977
C 12.786 -13.804 48.344
C 13.782 -14.912 48.116
C 15.193 -14.327 48.172
C 15.423 -13.143 47.226
C 16.659 -12.400 47.694
C 15.569 -13.716 45.803
N 14.291 -12.214 47.348
O 14.461 -11.143 46.442
H 12.838 -13.779 45.481
H 11.255 -13.237 46.062
H 12.363 -12.095 45.378
H 11.035 -11.764 47.984
H 12.413 -11.362 49.011
H 12.257 -10.561 47.414
H 12.892 -13.467 49.388
H 11.761 -14.194 48.407
H 13.677 -15.683 48.881
H 13.560 -15.426 47.173
H 15.912 -15.105 47.899
H 15.364 -14.044 49.213
H 16.729 -12.429 48.780
H 16.688 -11.359 47.378
H 17.559 -12.870 47.286
H 16.616 -13.824 45.518
H 15.096 -13.104 45.031
H 15.096 -14.696 45.717
H 14.403 -11.523 45.552
C 10.858 -6.032 52.272
C 10.909 -7.412 51.643
C 10.294 -7.379 50.232
C 12.394 -7.799 51.519
C 12.619 -9.266 51.269
C 12.006 -10.035 52.442
C 10.503 -9.790 52.569
C 9.755 -10.574 51.464
C 10.062 -10.363 53.900
N 10.248 -8.353 52.547
O 8.873 -8.101 52.688
H 11.199 -5.289 51.547
H 9.841 -5.774 52.576
H 11.482 -5.952 53.161
H 10.670 -8.176 49.591
H 9.203 -7.371 50.263
H 10.570 -6.454 49.717
H 12.821 -7.150 50.743
H 12.956 -7.490 52.407
H 12.057 -9.620 50.397
H 13.661 -9.543 51.112
H 12.522 -9.750 53.363
H 12.218 -11.091 52.257
H 8.692 -10.696 51.679
H 10.235 -11.550 51.375
H 9.779 -10.106 50.475
H 10.649 -9.964 54.733
H 10.225 -11.442 53.924
H 9.021 -10.124 54.113
H 8.461 -8.172 51.814
C 17.646 -11.389 54.296
C 17.664 -10.860 55.751
C 18.025 -12.001 56.674
C 18.748 -9.801 55.916
C 18.391 -8.501 55.198
C 17.029 -7.946 55.613
C 15.927 -8.999 55.607
C 14.759 -8.524 56.461
C 15.434 -9.201 54.162
N 16.445 -10.225 56.224
O 15.383 -11.164 56.343
H 18.183 -10.754 53.600
H 18.124 -12.373 54.287
H 16.623 -11.620 54.005
H 17.903 -11.727 57.730
H 17.475 -12.938 56.547
H 19.077 -12.273 56.551
H 18.926 -9.583 56.968
H 19.661 -10.144 55.419
H 19.143 -7.756 55.492
H 18.527 -8.543 54.115
H 16.756 -7.178 54.883
H 17.145 -7.422 56.564
H 14.982 -8.654 57.516
H 13.863 -9.101 56.225
H 14.527 -7.484 56.220
H 14.939 -10.170 54.140
H 16.220 -9.156 53.412
H 14.751 -8.366 53.991
H 15.489 -11.525 57.228

Charge = 0
Structure (SMILES) = CC1(C)CCCC(C)(C)N1O.CC1(C)CCCC(C)(C)N1O.CC1(C)CCCC(C)(C)N1O
HOMO-LUMO gap = 8.79 eV
LUMO level = 0.57 eV


Which of them is the most stable, and which is the least stable? version 2 and version 1, in that order.


Version 1
A cluster of 2 separate species, C2H7S in total. Source: the Open Molecules 2025 dataset; level of theory: ωB97M-V with the def2-TZVPD basis set.

Atoms and positions in Å:
S 0.144 1.863 0.372
H -0.682 2.894 0.615
C 0.386 -1.558 -0.887
C -0.617 -1.856 0.216
H -0.086 -1.240 -1.812
H 1.046 -0.761 -0.556
H 0.990 -2.449 -1.117
H -1.318 -1.029 0.304
H -0.160 -1.994 1.193
H -1.190 -2.771 0.024

Charge = -1
HOMO-LUMO gap = 6.70 eV
LUMO level = 4.29 eV


Version 2
A cluster of 2 separate species, C2H7S in total. Source: the Open Molecules 2025 dataset; level of theory: ωB97M-V with the def2-TZVPD basis set.

Atoms and positions in Å:
C 1.008 1.715 2.070
H 0.839 2.548 2.759
H 0.116 1.093 2.122
H 1.081 2.154 1.088
H 1.831 1.122 2.452
C -0.935 -1.833 -2.087
S -2.040 -0.491 -2.599
H -0.005 -1.846 -2.671
H -1.343 -2.843 -2.058
H -0.553 -1.618 -1.075

Charge = -1
HOMO-LUMO gap = 5.44 eV
LUMO level = 3.55 eV


Which of them is the most stable, and which is the least stable? version 1 and version 2, in that order.


Version 1
The ion C7H11O with charge -1. Source: the Open Molecules 2025 dataset; level of theory: ωB97M-V with the def2-TZVPD basis set.

Atoms and positions in Å:
C 3.600 0.392 0.439
C 2.356 -0.094 0.536
C 1.249 0.249 -0.349
C 0.242 -0.629 -0.447
C -1.023 -0.316 -1.197
C -2.023 0.518 -0.379
C -2.371 -0.247 1.018
O -1.288 -0.566 1.713
H 3.877 1.272 -0.144
H 4.438 0.155 1.088
H 2.154 -0.853 1.282
H 1.338 1.114 -0.988
H 0.218 -1.528 0.152
H -0.751 0.179 -2.151
H -1.528 -1.212 -1.563
H -1.586 1.507 -0.231
H -2.932 0.679 -0.989
H -2.959 -1.127 0.663
H -3.010 0.507 1.548

Charge = -1
Structure (SMILES) = C=C/C=C/CCC[O-]
HOMO-LUMO gap = 6.31 eV
LUMO level = 3.94 eV


Version 2
A cluster of 2 separate species, C7H11O in total. Source: the Open Molecules 2025 dataset; level of theory: ωB97M-V with the def2-TZVPD basis set.

Atoms and positions in Å:
C -1.755 0.147 -0.464
O -3.093 0.496 -0.406
C -1.188 -0.485 0.830
C 0.026 -1.298 0.589
C 0.826 -0.414 -0.294
C 0.989 0.941 0.363
C 3.427 0.192 -0.096
C 2.031 -0.015 0.353
H -1.174 0.938 -0.856
H -1.616 -0.680 -1.127
H -2.013 -1.065 1.296
H -1.158 0.261 1.709
H 0.677 -1.488 1.596
H -0.122 -2.256 0.094
H 1.291 1.900 0.111
H -2.564 1.196 -2.962
H 3.886 1.181 0.158
H 3.545 -0.096 -1.174
H -2.150 1.735 -3.288

Charge = -1
HOMO-LUMO gap = 4.29 eV
LUMO level = 1.76 eV


Which of them is the most stable, and which is the least stable? version 1 and version 2, in that order.


Version 1
A structure of composition C51H49AuO5S2Sb. Source: the Open Molecules 2025 dataset; level of theory: ωB97M-V with the def2-TZVPD basis set.

Atoms and positions in Å:
Au -1.210 -0.830 0.454
C -0.980 -3.999 -4.624
C -0.075 -2.830 -4.277
C 1.003 -2.614 -5.313
O 0.511 -3.064 -2.975
C -0.089 -2.223 -2.008
C -1.276 -1.629 -2.805
O -0.804 -1.627 -4.134
C -2.036 -0.342 -2.410
O -2.419 -0.521 -1.059
C -1.351 0.997 -2.655
C -1.400 1.984 -1.676
C -0.843 3.235 -1.893
C -0.254 3.536 -3.114
C -0.228 2.570 -4.108
C -0.763 1.309 -3.880
C -3.390 -0.384 -3.158
C -4.320 -1.355 -2.780
C -5.539 -1.464 -3.427
C -5.856 -0.600 -4.467
C -4.945 0.372 -4.841
C -3.722 0.483 -4.188
C 0.992 -1.366 -1.291
O 0.369 -0.306 -0.563
C 1.992 -0.711 -2.253
C 2.997 -1.497 -2.820
C 3.954 -0.936 -3.647
C 3.933 0.427 -3.916
C 2.949 1.215 -3.346
C 1.986 0.652 -2.512
C 1.809 -2.231 -0.310
C 1.570 -3.575 -0.058
C 2.342 -4.274 0.867
C 3.380 -3.648 1.531
C 3.650 -2.310 1.262
C 2.867 -1.613 0.361
H -0.387 -4.912 -4.676
H -1.453 -3.827 -5.590
H -1.756 -4.139 -3.872
H 1.655 -3.486 -5.359
H 1.590 -1.735 -5.064
H 0.540 -2.473 -6.290
H -0.538 -2.852 -1.230
H -2.049 -2.401 -2.706
H -1.887 1.769 -0.734
H -0.884 3.986 -1.113
H 0.166 4.518 -3.292
H 0.222 2.790 -5.068
H -0.720 0.563 -4.659
H -4.091 -2.020 -1.957
H -6.245 -2.223 -3.116
H -6.807 -0.683 -4.977
H -5.180 1.057 -5.645
H -3.039 1.262 -4.494
H 3.028 -2.557 -2.610
H 4.722 -1.564 -4.080
H 4.682 0.868 -4.561
H 2.915 2.278 -3.554
H 1.224 1.279 -2.078
H 0.805 -4.115 -0.597
H 2.139 -5.322 1.044
H 3.993 -4.201 2.231
H 4.491 -1.817 1.739
H 3.101 -0.578 0.143
S -0.008 -1.176 2.451
Sb 0.744 0.881 3.247
C 2.060 0.297 4.761
C 2.969 -0.722 4.490
C 3.884 -1.092 5.463
C 3.891 -0.448 6.693
C 2.984 0.568 6.959
C 2.063 0.946 5.992
C 1.691 2.308 2.042
C 2.079 3.460 2.725
C 2.773 4.449 2.047
C 3.080 4.279 0.702
C 2.691 3.129 0.033
C 1.990 2.132 0.700
C -0.786 1.969 4.188
C -1.330 1.517 5.389
C -2.369 2.222 5.980
C -2.868 3.366 5.368
C -2.329 3.811 4.169
C -1.284 3.116 3.576
H 2.954 -1.236 3.536
H 4.592 -1.885 5.261
H 4.608 -0.740 7.450
H 2.992 1.068 7.918
H 1.362 1.745 6.203
H 1.851 3.594 3.777
H 3.079 5.346 2.569
H 3.627 5.051 0.176
H 2.930 2.994 -1.014
H 1.667 1.243 0.178
H -0.950 0.620 5.866
H -2.787 1.882 6.919
H -3.677 3.915 5.832
H -2.718 4.704 3.697
H -0.860 3.471 2.645
C -3.367 -1.774 3.868
S -4.023 -1.220 2.301
C -3.892 0.540 2.541
O -2.975 -1.580 1.259
H -2.385 -1.332 4.023
H -3.297 -2.859 3.815
H -4.068 -1.489 4.653
H -4.568 0.831 3.345
H -4.197 1.014 1.611
H -2.860 0.790 2.794

Charge = +1
HOMO-LUMO gap = 7.04 eV
LUMO level = -3.52 eV


Version 2
A structure of composition C51H49AuO5S2Sb. Source: the Open Molecules 2025 dataset; level of theory: ωB97M-V with the def2-TZVPD basis set.

Atoms and positions in Å:
Au 0.432 1.563 -0.179
C 1.078 -4.224 2.661
C 2.031 -3.091 2.295
C 3.420 -3.374 2.811
O 1.606 -1.843 2.802
C 0.653 -1.391 1.865
C 1.349 -1.709 0.519
O 2.016 -2.920 0.862
C 2.371 -0.792 -0.197
O 1.726 0.325 -0.849
C 3.562 -0.361 0.664
C 4.681 -1.191 0.744
C 5.788 -0.830 1.498
C 5.799 0.370 2.190
C 4.695 1.203 2.116
C 3.590 0.843 1.358
C 2.895 -1.508 -1.463
C 3.904 -0.875 -2.188
C 4.377 -1.407 -3.375
C 3.843 -2.590 -3.871
C 2.846 -3.232 -3.157
C 2.382 -2.698 -1.959
C 0.015 -0.034 2.268
O 0.633 1.100 1.685
C 0.216 0.142 3.782
C 0.983 1.170 4.303
C 1.149 1.293 5.679
C 0.552 0.392 6.542
C -0.216 -0.645 6.023
C -0.381 -0.765 4.656
C -1.483 -0.050 1.943
C -2.375 0.620 2.693
C -3.795 0.607 2.415
C -4.301 -0.052 1.363
C -3.413 -0.724 0.416
C -1.958 -0.738 0.726
H 1.057 -4.355 3.742
H 1.431 -5.147 2.203
H 0.063 -4.045 2.306
H 3.375 -3.506 3.892
H 4.084 -2.547 2.586
H 3.806 -4.290 2.365
H -0.185 -2.100 1.890
H 0.579 -1.919 -0.232
H 4.685 -2.136 0.218
H 6.642 -1.494 1.541
H 6.661 0.654 2.780
H 4.691 2.145 2.652
H 2.745 1.510 1.321
H 4.326 0.047 -1.808
H 5.171 -0.902 -3.912
H 4.215 -3.014 -4.794
H 2.433 -4.165 -3.519
H 1.637 -3.252 -1.412
H 1.460 1.877 3.640
H 1.753 2.101 6.072
H 0.684 0.489 7.611
H -0.685 -1.360 6.686
H -0.983 -1.577 4.262
H -2.034 1.147 3.575
H -4.458 1.100 3.115
H -5.369 -0.122 1.201
H -3.804 -1.567 -0.142
H -1.421 -1.609 0.373
S -2.407 0.352 -0.697
Sb -1.884 0.390 -4.746
C -3.386 1.657 -3.872
C -3.292 3.022 -4.145
C -4.214 3.921 -3.627
C -5.263 3.460 -2.842
C -5.379 2.101 -2.580
C -4.446 1.208 -3.089
C -2.241 -1.397 -3.623
C -1.279 -1.959 -2.787
C -1.541 -3.147 -2.120
C -2.766 -3.788 -2.276
C -3.720 -3.243 -3.120
C -3.451 -2.060 -3.800
C -0.247 1.234 -3.600
C 1.042 0.984 -4.045
C 2.162 1.663 -3.541
C 2.010 2.606 -2.561
C 0.718 2.867 -2.064
C -0.400 2.197 -2.595
H -2.490 3.399 -4.774
H -4.127 4.976 -3.857
H -5.999 4.153 -2.455
H -6.204 1.733 -1.982
H -4.542 0.153 -2.859
H -0.326 -1.461 -2.629
H -0.790 -3.587 -1.475
H -2.965 -4.714 -1.755
H -4.670 -3.743 -3.264
H -4.204 -1.662 -4.473
H 1.204 0.271 -4.848
H 3.139 1.444 -3.944
H 2.860 3.148 -2.170
H 0.574 3.739 -1.429
H -1.393 2.503 -2.284
C -1.470 5.307 1.236
S -1.765 4.014 0.039
C -3.466 3.623 0.407
O -1.030 2.806 0.620
H -1.611 4.894 2.234
H -2.165 6.125 1.046
H -0.448 5.656 1.106
H -4.099 4.435 0.049
H -3.576 3.469 1.479
H -3.686 2.704 -0.139

Charge = +1
HOMO-LUMO gap = 6.49 eV
LUMO level = -4.14 eV


Which of them is the most stable, and which is the least stable? version 1 and version 2, in that order.


Version 1
A structure of composition CH3INOP. Source: the Open Molecules 2025 dataset; level of theory: ωB97M-V with the def2-TZVPD basis set.

Atoms and positions in Å:
C -1.135 -1.226 0.176
N -0.262 1.308 -1.009
O 0.131 -0.947 0.274
P 0.527 0.681 0.163
I -1.223 -3.291 -0.076
H -0.111 2.249 -1.421
H 1.861 0.208 0.475
H 0.212 1.018 1.417

Charge = 0
HOMO-LUMO gap = 8.77 eV
LUMO level = -0.07 eV


Version 2
A cluster of 2 separate species, CH3INOP in total. Source: the Open Molecules 2025 dataset; level of theory: ωB97M-V with the def2-TZVPD basis set.

Atoms and positions in Å:
C 0.604 -0.824 0.816
N 0.134 -1.427 -0.116
O -0.005 1.322 0.677
P -0.762 1.550 -0.590
I 1.093 -0.978 2.726
H -0.153 -1.284 -1.098
H -1.186 0.097 -0.868
H 0.275 1.544 -1.547

Charge = 0
HOMO-LUMO gap (spin up / spin down) = 6.62 / 6.62 eV
LUMO level (spin up / spin down) = -1.15 / -1.15 eV


Which of them is the most stable, and which is the least stable? version 1 and version 2, in that order.